Formula: C3H2N2O
Source: the Open Molecules 2025 dataset
Level of theory: the ωB97M-V functional and the def2-TZVPD basis

Its total charge is 0. For the gap between HOMO and LUMO (alpha / beta), the calculation gives 6.46 / 7.74 eV. Its spin multiplicity is 3. The total energy comes out at -300.03734 a.u. The highest occupied orbital energy (alpha / beta) is -5.79 / -11.87 eV. The value obtained for the lowest unoccupied orbital energy (alpha / beta) is 0.0248 / -0.1520 Ha.

Last column: natural (NBO) charge in e.
Atoms and positions in Å:
O (3.861, -0.020, -0.092)  -0.33
N (-0.510, 2.690, 0.283)  -0.26
N (1.536, 0.131, 0.239)  -0.23
C (-0.218, 1.644, -0.090)  0.26
C (2.730, 0.247, 0.018)  0.40
C (0.355, 0.300, -0.499)  -0.34
H (0.708, 0.277, -1.502)  0.24
H (-0.442, -0.409, -0.315)  0.27